Record 1
{
  "formula": "C7H4INO2S",
  "method": "wB97M-V/def2-TZVPD",
  "total_energy_ev": -31837.5907,
  "multiplicity": 3,
  "homo_ev": [-5.828, -9.775],
  "elements": ["C", "C", "C", "C", "C", "C", "C", "N", "O", "O", "S", "I", "H", "H", "H", "H"],
  "coordinates": [[1.9856, -1.1604, -0.2252], [2.3643, 0.1213, 0.2278], [0.7128, -1.4841, -0.5464], [1.2745, 0.9710, 0.4241], [-0.4339, -0.6589, -0.2640], [0.0456, 0.5412, 0.0885], [-2.6814, -0.4126, -0.1659], [-1.7114, -1.1470, -0.2352], [-0.9515, 3.1677, -0.3379], [-2.5510, 0.8942, 0.2163], [-1.0245, 1.9656, 0.5017], [-4.8046, -0.9260, -0.1135], [2.6784, -1.9724, -0.0718], [3.3191, 0.5008, 0.3870], [0.5039, -2.4071, -0.9032], [1.2741, 2.0069, 1.0175]],
  "atomic_forces_ev_per_a": [[0.0, -1.3, 0.4], [-0.4, -0.2, 0.2], [1.4, 0.2, 0.7], [-1.4, 2.7, 1.5], [-2.4, -3.5, -1.5], [-0.6, 7.7, 1.6], [-3.2, 4.7, 1.9], [5.0, -3.4, -1.5], [0.0, -1.9, -0.1], [-0.5, 1.1, -0.7], [-1.6, -0.9, 0.7], [1.5, 0.1, -0.1], [0.4, -0.1, -0.9], [1.7, 0.0, 0.1], [-0.5, -3.0, -0.9], [0.7, -2.2, -1.7]]
}



Record 2
{
  "formula": "C7H4N4O3S",
  "method": "wB97M-V/def2-TZVPD",
  "total_energy_ev": -30252.3213,
  "relative_energy_ev": 0.000,
  "homo_ev": -9.349,
  "elements": ["C", "C", "C", "C", "C", "C", "C", "N", "N", "N", "N", "O", "O", "O", "S", "H", "H", "H", "H"],
  "coordinates": [[-3.9310, -0.2873, 0.6157], [0.8382, -1.4739, 0.5391], [-0.5241, -1.8297, 0.1626], [0.6464, 2.0686, -0.3981], [1.4385, -0.3465, 0.0549], [-1.2488, -0.8765, -0.4565], [0.6484, 0.6188, -0.8193], [-4.1988, 0.3485, 1.5328], [-0.4822, 2.4765, -0.0030], [-0.7998, 0.3465, -0.7287], [2.8528, -0.0514, 0.3144], [3.5477, -0.8598, 0.9137], [3.2655, 0.9957, -0.1455], [-1.4535, 1.5777, -0.1962], [-3.5143, -1.1102, -0.7611], [1.3950, -2.2085, 1.2730], [-1.0604, -2.7068, 0.2288], [1.4712, 2.6944, -0.3441], [1.1091, 0.6240, -1.7825]],
  "atomic_forces_ev_per_a": [[0.2, 0.2, 0.0], [1.4, -1.0, 1.2], [-0.1, 2.3, -1.2], [-1.4, -0.9, 0.9], [-1.1, -1.2, 0.9], [-2.4, 1.0, 1.1], [0.2, 0.2, 0.7], [-0.3, 0.3, 0.7], [0.0, 0.4, -0.6], [1.0, 0.6, -1.2], [0.0, -0.7, 0.4], [-0.7, 0.4, -0.3], [0.0, 0.3, -0.2], [-0.3, -1.3, 0.3], [3.2, -0.3, -0.4], [-0.9, 1.7, -1.8], [-0.1, -2.3, 0.7], [1.4, 0.9, 0.1], [-0.2, -0.4, -1.3]]
}



Record 3
{
  "formula": "C7H4N6O6",
  "method": "wB97M-V/def2-TZVPD",
  "total_energy_ev": -28549.5187,
  "homo_ev": -10.617,
  "elements": ["O", "O", "O", "O", "O", "O", "N", "C", "C", "C", "C", "C", "C", "C", "N", "N", "N", "N", "N", "H", "H", "H", "H"],
  "coordinates": [[3.3216, 2.8502, 0.8666], [-0.2590, -0.0335, 1.7777], [2.1190, 1.7409, 4.9326], [-2.4392, -2.0161, -2.2188], [1.5375, -1.4250, -0.4531], [-1.1384, 2.1182, -1.5925], [1.2308, 1.3420, -0.3609], [2.4724, 2.2905, 1.5396], [0.6823, 0.6973, 1.9780], [1.9284, 1.6772, 3.7510], [-1.5383, -1.2636, -1.9142], [0.5505, -0.8987, -0.9567], [-0.8097, 0.9403, -1.5507], [1.4367, 1.4050, 0.9479], [2.7043, 2.3866, 2.8729], [0.8851, 0.8997, 3.3173], [-0.3766, -1.7739, -1.4130], [-1.7015, 0.0571, -2.0658], [0.4035, 0.4568, -1.0121], [3.5299, 2.8962, 3.1894], [0.5555, 0.2194, 3.9945], [-0.3048, -2.7305, -1.1622], [-2.6191, 0.3351, -2.2965]],
  "atomic_forces_ev_per_a": [[-1.0, -0.2, -0.9], [-0.5, -0.7, -2.0], [0.6, 0.1, 1.2], [-0.3, -0.2, -0.1], [-0.1, 1.2, 0.0], [1.3, -1.0, 0.7], [2.0, 1.8, 2.8], [3.8, 2.0, -2.5], [-3.0, -2.3, 1.4], [0.3, 0.4, 2.5], [-2.3, -3.6, -0.7], [3.9, -3.2, 2.7], [-0.9, 4.3, -0.3], [-1.3, -0.9, -2.7], [-2.1, -1.3, 0.2], [2.2, 1.3, -1.2], [-1.1, 3.4, -1.0], [2.5, -0.9, 0.7], [-2.8, -0.3, -0.2], [-0.5, -0.2, -0.1], [-0.3, 0.3, -0.3], [0.1, -0.7, 0.1], [-0.9, 0.7, -0.3]]
}



Record 4
{
  "formula": "C7H5AgF4N4O4PS",
  "method": "wB97M-V/def2-TZVPD",
  "total_energy_ev": -56457.0595,
  "charge": 2,
  "multiplicity": 2,
  "homo_ev": [-17.834, -17.826],
  "elements": ["N", "C", "C", "C", "C", "N", "P", "N", "C", "O", "N", "C", "O", "F", "S", "O", "O", "C", "F", "F", "F", "H", "H", "H", "H", "H", "Ag"],
  "coordinates": [[2.3547, 0.3830, 2.4291], [1.4545, 0.0459, 1.7606], [0.2820, -0.5499, 0.8907], [-0.2842, 0.4289, -0.2595], [-0.5608, -0.2491, -1.6116], [-0.8361, -0.9230, -2.4912], [0.7981, 1.9355, -0.6523], [0.9055, 2.9714, 0.6224], [-1.7073, 0.9641, 0.2597], [-1.9158, 2.1161, 0.5012], [-2.8245, 0.0245, 0.4072], [-3.8565, 0.5543, -0.5185], [-4.6956, 1.2294, -0.0840], [-3.8068, 0.2258, -1.8510], [0.8470, -2.2197, 0.3112], [-0.2306, -3.0302, -0.2409], [1.2934, -2.9130, 1.5151], [2.3525, -2.1574, -0.8034], [3.3436, -1.3704, -0.2728], [2.0704, -1.8762, -2.0912], [2.8422, -3.4214, -0.7831], [-0.5601, -0.7426, 1.6210], [0.1598, 2.6116, -1.7305], [2.0851, 1.5184, -1.1322], [1.9140, 3.0799, 0.8433], [-2.5342, -0.9221, 0.1204], [1.1084, 2.2586, 3.1462]],
  "atomic_forces_ev_per_a": [[-1.5, 0.0, -1.0], [-0.8, -0.7, -0.7], [1.1, 1.4, 0.4], [-0.7, -0.4, -0.5], [0.9, 0.9, 2.9], [-0.2, -0.3, -1.0], [-0.4, -0.9, -1.7], [0.9, 0.0, 1.3], [-2.0, -0.3, 0.4], [1.4, 0.0, -0.4], [2.6, 0.0, -2.7], [-1.2, -0.3, 0.0], [-0.4, 0.5, -0.2], [1.0, -0.1, 2.0], [-1.7, -6.3, 3.0], [0.9, 3.0, -1.1], [0.8, 2.7, -1.0], [2.7, -1.7, -1.5], [-2.0, -0.2, -0.8], [0.2, 0.6, 1.8], [-1.3, 1.7, 0.3], [0.9, -0.3, -0.8], [0.1, -0.2, 0.4], [-0.7, 0.0, 0.2], [-0.2, 0.5, -0.3], [-0.3, 0.2, 0.0], [0.0, 0.1, 0.4]]
}



Record 5
{
  "formula": "C7H5BrNO3S",
  "method": "wB97M-V/def2-TZVPD",
  "total_energy_ev": -95849.6025,
  "charge": -1,
  "relative_energy_ev": 0.259,
  "homo_ev": -4.366,
  "elements": ["C", "C", "C", "C", "C", "C", "C", "N", "O", "O", "O", "S", "Br", "H", "H", "H", "H", "H"],
  "coordinates": [[1.0934, 0.5314, -2.4208], [0.5504, -0.7121, -2.4219], [0.9064, 1.3072, -1.2487], [0.0271, -1.2868, -1.2756], [0.1028, 0.8963, -0.2675], [-0.3673, -0.4876, -0.2237], [-0.9056, -1.1417, 0.9894], [-0.1677, -0.9128, 2.4578], [-1.7864, 1.2010, 2.1529], [-1.9067, -1.8552, 1.0886], [-0.6489, 1.1709, 4.2642], [-1.4565, 0.4181, 3.3287], [1.4626, -0.1790, 2.4878], [1.6976, 0.7949, -3.2958], [0.6527, -1.3056, -3.3860], [1.1915, 2.4401, -1.4203], [-0.3409, -2.2746, -1.4262], [-0.1045, 1.3955, 0.6171]],
  "atomic_forces_ev_per_a": [[0.3, 0.2, 0.5], [1.2, -1.4, -2.0], [1.0, 3.6, -3.6], [-1.9, 0.4, -0.8], [-1.0, -3.6, 1.3], [2.1, 1.0, -0.4], [-1.0, -0.7, 4.3], [-3.4, -1.0, -2.9], [-0.4, 0.7, -1.0], [2.5, 1.6, -0.9], [0.8, 0.0, 0.6], [-0.6, -1.0, 0.2], [2.0, 0.7, -0.3], [-0.4, 0.6, 0.5], [-0.1, 0.5, 1.5], [-0.3, -2.3, 1.1], [-0.1, -0.9, 0.6], [-0.4, 1.5, 1.2]]
}



Record 6
{
  "formula": "C7H5Cl2O3S",
  "method": "wB97M-V/def2-TZVPD",
  "total_energy_ev": -49363.1430,
  "charge": -1,
  "relative_energy_ev": 0.914,
  "homo_ev": -5.659,
  "elements": ["C", "C", "C", "C", "C", "C", "C", "O", "O", "O", "S", "Cl", "Cl", "H", "H", "H", "H", "H"],
  "coordinates": [[0.3819, 0.1664, -1.1769], [-0.8055, 0.7388, -0.6817], [1.0631, -0.7658, -0.3998], [-1.3495, 0.3191, 0.5610], [0.6685, -0.9926, 0.9314], [-0.5587, -0.5232, 1.3469], [-1.3704, -1.0629, 2.9125], [-2.5519, -0.1461, 5.0019], [-2.2992, 1.4421, 3.1120], [-0.3925, 0.8693, 4.5103], [-1.6931, 0.4855, 4.0124], [-0.6228, -2.3483, 3.7425], [-2.9575, -1.5634, 2.2401], [0.7626, 0.4597, -2.1925], [-1.5334, 1.2522, -1.4067], [2.2014, -0.8541, -0.4238], [-2.3725, 0.6142, 0.8331], [1.3366, -1.4073, 1.6607]],
  "atomic_forces_ev_per_a": [[-0.3, 0.3, -0.8], [-1.8, -0.9, -0.9], [2.8, 1.5, 2.0], [0.8, 0.0, -1.1], [-1.0, 0.5, -0.4], [-2.2, -0.8, 3.1], [0.6, 3.1, -3.8], [-0.1, 0.6, -0.1], [-0.2, -0.1, 0.0], [0.3, 0.0, -0.2], [0.1, -1.5, 0.3], [0.7, -0.5, 0.2], [-0.1, -0.4, 0.4], [-0.4, -0.3, 1.2], [1.5, -0.3, 1.2], [-1.6, -0.5, -1.2], [0.8, -0.1, 0.1], [0.2, -0.6, 0.0]]
}



Record 7
{
  "formula": "C7H5ClFNO",
  "method": "wB97M-V/def2-TZVPD",
  "total_energy_ev": -26116.0097,
  "relative_energy_ev": 0.000,
  "homo_ev": -8.924,
  "elements": ["C", "C", "C", "C", "C", "C", "C", "N", "O", "F", "Cl", "H", "H", "H", "H", "H"],
  "coordinates": [[-2.2605, -0.6439, 0.3052], [-1.8309, -0.6546, -1.0247], [-1.3952, -0.1864, 1.3075], [-0.4896, -0.1956, -1.2735], [-0.1571, 0.3093, 1.0652], [0.3174, 0.2022, -0.2561], [2.7128, 0.3576, 0.3758], [1.5962, 0.5710, -0.5271], [2.6223, -0.0334, 1.4799], [3.8079, 0.7922, -0.2418], [2.0779, 1.1984, -2.0587], [-3.2468, -1.0241, 0.6112], [-2.4985, -0.8367, -1.9622], [-1.7479, -0.2981, 2.3635], [0.0251, -0.1032, -2.1968], [0.4669, 0.5454, 2.0326]],
  "atomic_forces_ev_per_a": [[-0.3, -0.4, -0.7], [0.4, 1.1, -1.5], [-1.7, -0.8, 1.2], [-1.9, -0.8, 0.4], [1.6, -0.3, 2.1], [-1.3, 0.4, 1.7], [-2.5, 1.2, -2.1], [4.9, 0.6, 0.5], [0.7, -0.4, 0.4], [0.5, -0.4, 0.9], [-0.8, -0.2, 0.1], [0.5, 0.3, -0.4], [1.2, 0.0, 2.1], [0.3, 0.4, -1.0], [-0.5, -0.4, -1.2], [-1.0, -0.2, -2.6]]
}



Record 8
{
  "formula": "C7H5ClN4O",
  "method": "wB97M-V/def2-TZVPD",
  "total_energy_ev": -27866.4475,
  "relative_energy_ev": 0.824,
  "homo_ev": -11.318,
  "elements": ["C", "C", "C", "C", "C", "C", "C", "N", "N", "N", "N", "O", "Cl", "H", "H", "H", "H", "H"],
  "coordinates": [[-0.1991, 1.4946, -2.1638], [1.8792, 1.0943, -1.2084], [1.1025, 3.9136, -1.3947], [0.5044, 2.9499, -0.3776], [0.2134, -0.8557, 0.0447], [-0.1742, 0.6618, 0.1404], [0.4884, 1.5419, -0.9497], [-0.6002, 1.5003, -3.2271], [2.9382, 0.6754, -1.2620], [-0.4081, 3.5665, 0.5571], [0.7176, 3.3499, 0.9898], [1.8203, 3.5998, -2.2778], [0.5857, 5.5208, -1.0772], [0.3942, -1.1426, -0.9796], [-0.4590, -1.4524, 0.4876], [1.1187, -0.9006, 0.5437], [0.1486, 1.0957, 1.0510], [-1.3133, 0.7799, -0.0312]],
  "atomic_forces_ev_per_a": [[-0.6, 0.1, -1.5], [-0.7, 0.2, 0.7], [-0.1, -0.6, 0.5], [1.2, 1.4, -2.4], [1.0, 3.8, -1.9], [-2.0, -1.6, -1.8], [1.0, -0.5, 3.1], [-0.9, -0.1, -1.1], [0.7, -0.3, -0.2], [0.1, -0.6, 0.7], [-0.7, -0.2, 0.4], [0.0, 0.0, -0.3], [0.0, 1.3, -0.2], [-0.2, -0.2, -0.4], [-2.5, -2.1, 1.5], [1.9, -0.6, 1.0], [-0.1, 0.0, 1.2], [1.8, 0.0, 0.7]]
}



Record 9
{
  "formula": "C7H5F3OS3",
  "method": "wB97M-V/def2-TZVPD",
  "total_energy_ev": -50042.1061,
  "homo_ev": -9.582,
  "elements": ["C", "C", "C", "C", "C", "C", "C", "O", "F", "F", "F", "S", "S", "S", "H", "H", "H", "H", "H"],
  "coordinates": [[-0.9784, -2.7067, 0.2202], [-1.7398, -1.5330, 0.2105], [0.3773, -2.7148, 0.2315], [-1.0529, -0.3307, 0.3554], [1.1266, -1.4990, 0.2897], [0.3540, -0.3394, 0.3920], [0.7061, 1.9716, -0.1618], [1.1394, 0.8778, 0.4900], [-1.7222, 2.9435, 1.3417], [0.3067, 1.1254, -2.7358], [2.8008, 3.1865, 0.7258], [-0.2270, 3.3485, 0.5949], [-0.3873, 2.1643, -1.6428], [1.9292, 3.1491, -0.6494], [-1.6104, -3.5785, 0.0826], [-2.7545, -1.6308, -0.1145], [1.0744, -3.6133, 0.1634], [-1.4556, 0.6744, 0.1000], [2.1138, -1.4950, 0.1065]],
  "atomic_forces_ev_per_a": [[-2.0, -0.4, -0.3], [1.9, 0.4, -0.2], [3.5, 0.0, 0.2], [0.5, 1.2, -1.1], [-5.5, -0.3, 0.4], [0.9, -0.1, 0.1], [-1.2, 0.6, -0.7], [-1.2, -1.0, -0.6], [1.3, -0.2, -0.6], [-0.4, 0.0, 0.1], [0.2, 0.0, -0.3], [-1.4, 0.5, 1.0], [1.5, -0.6, 0.3], [0.2, 0.0, 0.4], [0.6, -0.4, 0.1], [-0.6, 0.4, 0.4], [-1.6, 0.9, 0.0], [-0.4, -1.1, 0.9], [3.4, 0.2, -0.2]]
}



Record 10
{
  "formula": "C7H5F3S",
  "method": "wB97M-V/def2-TZVPD",
  "total_energy_ev": -26324.9091,
  "relative_energy_ev": 2.044,
  "homo_ev": -9.392,
  "elements": ["C", "C", "C", "C", "C", "C", "C", "F", "F", "F", "S", "H", "H", "H", "H", "H"],
  "coordinates": [[-1.9203, -1.0896, 0.1845], [-2.4566, 0.1615, 0.1239], [-0.5918, -1.3392, -0.1207], [-1.6029, 1.2554, -0.1551], [0.2320, -0.2972, -0.1746], [-0.2584, 1.0171, -0.1422], [2.3049, -0.3701, -0.1102], [0.6009, 2.0676, -0.2482], [2.3876, -1.6907, -0.0173], [2.7508, 0.0780, -1.2813], [3.0921, 0.4165, 1.2824], [-2.3779, -2.0622, 0.3425], [-3.5383, 0.4858, 0.2014], [-0.0928, -2.2629, -0.1792], [-2.1244, 2.1395, -0.2300], [3.5953, 1.4907, 0.5240]],
  "atomic_forces_ev_per_a": [[-0.5, -2.4, -0.6], [-0.9, 1.5, -0.4], [0.5, 0.5, 0.7], [-0.2, -2.6, 1.1], [4.9, 3.9, 0.1], [0.5, 0.1, -0.8], [-4.7, 0.2, -0.3], [-0.1, -0.5, 0.1], [0.8, -0.7, -0.2], [0.1, -0.3, 0.0], [0.5, 1.2, -0.8], [-1.2, 0.6, 0.2], [1.3, -1.2, 0.1], [-0.2, -1.6, 0.1], [-0.2, 2.3, -0.2], [-0.6, -1.2, 0.8]]
}



Record 11
{
  "formula": "C7H5FNO2S",
  "method": "wB97M-V/def2-TZVPD",
  "total_energy_ev": -26476.7494,
  "charge": -1,
  "relative_energy_ev": 2.867,
  "homo_ev": [-3.190, -3.326],
  "elements": ["C", "C", "C", "C", "C", "C", "C", "N", "O", "O", "F", "S", "H", "H", "H", "H", "H"],
  "coordinates": [[1.2827, 1.7111, -0.6913], [2.4255, 0.9773, -0.6074], [0.2399, 0.9571, -0.0968], [0.7971, -0.2853, 0.3488], [-2.4714, -0.9688, -0.5344], [0.2672, -1.3399, 1.0130], [-2.3152, 0.2271, 0.4673], [2.1576, -0.1942, 0.0566], [-3.4563, -1.6615, -0.3056], [-1.6065, -0.9934, -1.4036], [-3.4881, 0.6268, 1.0557], [-1.3489, 1.5742, 0.0786], [1.1917, 2.6947, -1.1085], [3.4183, 1.2155, -0.9370], [-0.7773, -1.4202, 1.2172], [0.9156, -2.1298, 1.3555], [2.7683, -0.9907, 0.0919]],
  "atomic_forces_ev_per_a": [[-0.2, 0.0, 0.1], [0.2, -0.2, 0.1], [0.0, -0.3, 0.0], [0.0, 0.6, 0.1], [-0.1, 0.8, 0.7], [0.0, -0.4, 0.3], [-0.8, -0.4, -0.5], [0.2, 0.0, -0.2], [-0.8, -0.8, 0.1], [0.7, -0.2, -0.7], [0.5, 0.1, 0.0], [0.2, 0.6, 0.3], [0.0, 0.2, -0.1], [0.2, 0.0, -0.1], [-0.2, -0.1, -0.1], [0.1, -0.1, 0.1], [0.0, 0.1, 0.0]]
}